# 1
Computed, not measured: 16 unconnected molecules or ions with the total composition C26H78F10NO20PS2, with the ωB97M-V functional and the def2-TZVPD basis.

## Properties
- HOMO-LUMO gap (eV) = 9.1
- total energy (hartree) = -4732.87291
- E_LUMO (eV) = 0.22

```
! wB97M-V def2-TZVPD RIJCOSX def2/J DEFGRID3
* xyz 0 1
N -2.381 -0.548 -0.721
P -3.279 0.702 -1.016
C -4.448 1.053 0.447
F -4.872 -0.161 0.919
C -3.631 1.816 1.527
C -2.908 0.843 2.472
C -1.784 1.579 3.245
C -0.499 0.719 3.365
C 0.353 0.975 2.122
C 1.463 -0.024 1.877
F 2.493 0.208 2.739
F 1.063 -1.298 2.051
C 1.977 0.077 0.407
F 1.048 -0.429 -0.379
F 2.079 1.380 0.092
S 3.660 -0.716 0.006
F 3.558 -1.665 1.262
F 2.953 -1.830 -0.889
F 3.792 0.208 -1.288
F 4.417 0.384 0.857
F 5.058 -1.385 -0.354
C -4.547 2.774 2.284
C -5.123 3.769 1.284
C -5.480 5.124 1.842
O -5.802 6.091 0.862
O -4.573 6.504 0.245
O -6.302 3.141 0.703
S -5.948 1.918 -0.245
O -7.050 1.009 -0.201
O -5.493 2.483 -1.492
H -2.511 -1.270 -1.420
H -2.594 1.922 -1.053
H -4.059 0.629 -2.171
H -2.881 2.410 0.990
H -3.642 0.398 3.148
H -2.476 0.027 1.879
H -1.555 2.482 2.662
H -2.113 1.872 4.244
H 0.013 1.032 4.274
H -0.794 -0.330 3.445
H -0.307 0.999 1.247
H 0.827 1.958 2.205
H -5.386 2.171 2.653
H -4.060 3.256 3.135
H -4.401 3.911 0.468
H -6.361 5.055 2.490
H -4.637 5.483 2.444
H -4.631 6.099 -0.636
C -2.255 2.524 7.617
O -1.923 1.785 6.448
H -3.050 3.214 7.344
H -2.618 1.872 8.416
H -1.402 3.101 7.985
H -1.221 1.168 6.672
C 5.581 -4.325 1.786
O 6.834 -4.414 1.110
H 5.637 -4.974 2.655
H 5.379 -3.303 2.113
H 4.771 -4.668 1.137
H 6.793 -3.848 0.334
C 4.993 -7.981 -0.361
O 5.416 -7.460 0.895
H 4.508 -8.938 -0.172
H 4.281 -7.309 -0.843
H 5.839 -8.133 -1.031
H 5.846 -6.618 0.708
C 2.454 -6.718 -3.181
O 3.437 -7.682 -3.563
H 2.948 -5.750 -3.130
H 1.650 -6.681 -3.917
H 2.036 -6.951 -2.199
H 3.005 -8.539 -3.606
C -1.361 -8.276 -4.201
O -0.129 -8.229 -4.915
H -1.233 -8.990 -3.391
H -1.615 -7.303 -3.772
H -2.182 -8.612 -4.838
H -0.229 -7.604 -5.638
C -3.704 3.024 -4.195
O -2.700 2.037 -4.461
H -3.193 3.884 -3.765
H -4.203 3.337 -5.114
H -4.439 2.655 -3.477
H -3.133 1.275 -4.853
C 6.633 -5.524 -3.729
O 5.760 -6.181 -2.825
H 7.355 -4.963 -3.138
H 7.179 -6.237 -4.355
H 6.098 -4.825 -4.380
H 5.115 -6.685 -3.341
C 2.381 3.159 6.107
O 1.793 2.520 4.979
H 1.567 3.489 6.747
H 3.018 2.472 6.670
H 2.971 4.031 5.813
H 2.503 2.222 4.403
C 6.316 -0.782 -3.655
O 6.322 -1.100 -5.046
H 7.272 -0.319 -3.428
H 5.512 -0.084 -3.412
H 6.202 -1.684 -3.048
H 5.479 -1.512 -5.258
C -5.369 -1.892 5.161
O -4.808 -1.216 4.036
H -5.413 -1.185 5.982
H -6.379 -2.248 4.945
H -4.745 -2.738 5.462
H -4.766 -1.834 3.300
C -0.524 1.979 -2.479
O -0.599 2.321 -1.095
H -1.294 2.556 -2.987
H 0.452 2.230 -2.899
H -0.728 0.919 -2.647
H 0.066 1.810 -0.625
C 5.631 1.254 -8.119
O 5.385 1.559 -6.755
H 5.025 1.932 -8.715
H 6.682 1.401 -8.383
H 5.348 0.226 -8.362
H 5.916 0.958 -6.220
C -5.792 -1.093 9.583
O -5.486 -1.816 8.396
H -6.570 -0.378 9.328
H -6.165 -1.751 10.371
H -4.922 -0.546 9.956
H -4.799 -2.454 8.604
C -1.358 5.355 -4.546
O -2.243 5.074 -3.460
H -1.895 6.011 -5.227
H -0.449 5.856 -4.206
H -1.088 4.441 -5.082
H -1.776 4.506 -2.841
C 0.414 8.791 -4.112
O 1.083 7.546 -3.943
H -0.603 8.565 -4.424
H 0.375 9.357 -3.178
H 0.891 9.402 -4.883
H 1.984 7.724 -3.663
*
```

***

# 2
Computed, not measured: a molecular structure, C26H78FeN2O32, with the ωB97M-V functional and the def2-TZVPD basis.

## Properties
- ΔE to the lowest compared entry with this formula, charge and spin (eV) = 1.097
- ⟨S²⟩ = 6.01
- HOMO-LUMO gap (spin up / spin down) (eV) = 8.3 / 8.4
- total energy (hartree) = -4817.69146
- E_LUMO (spin up / spin down) (eV) = -0.68 / -0.68

```
! wB97M-V def2-TZVPD RIJCOSX def2/J DEFGRID3
* xyz 0 5
Fe 20.038 5.846 -1.806
N 22.334 5.671 -3.995
O 22.733 6.646 -3.431
O 21.275 5.199 -3.498
O 22.873 5.291 -4.998
N 18.725 2.860 -0.758
O 17.641 3.120 -0.307
O 19.313 3.792 -1.359
O 19.353 1.842 -0.427
C 23.513 2.150 4.854
C 22.775 2.115 6.170
O 21.727 1.107 6.089
O 22.566 2.361 3.767
H 23.891 1.129 4.801
H 24.353 2.843 4.863
H 22.351 3.110 6.301
H 23.397 1.839 7.021
H 21.136 1.200 5.338
H 22.780 1.953 2.924
C 22.285 5.610 1.707
C 22.438 5.924 0.256
O 21.512 5.170 -0.439
O 21.419 6.529 2.136
H 23.281 5.869 2.066
H 22.023 4.565 1.873
H 23.322 5.366 -0.053
H 22.607 6.977 0.032
H 21.711 4.243 -0.290
H 21.768 7.408 1.970
C 22.435 0.522 -1.057
C 21.619 0.892 -2.328
O 20.366 0.300 -2.238
O 22.130 1.459 0.100
H 23.499 0.437 -1.281
H 22.181 -0.515 -0.838
H 21.985 0.475 -3.266
H 21.429 1.954 -2.484
H 19.842 0.714 -1.548
H 21.242 1.291 0.424
C 16.242 5.584 -4.295
C 17.091 5.646 -3.046
O 18.446 6.023 -3.316
O 15.976 6.870 -4.814
H 15.242 5.162 -4.189
H 16.699 5.056 -5.132
H 17.081 4.609 -2.709
H 16.860 6.174 -2.121
H 18.501 6.135 -4.267
H 16.288 7.563 -4.228
C 19.917 0.322 3.323
C 18.622 -0.016 2.622
O 17.499 0.037 3.362
O 19.765 1.427 4.177
H 20.584 0.533 2.486
H 20.315 -0.543 3.853
H 18.630 -1.007 2.168
H 18.312 0.611 1.785
H 17.200 0.896 3.669
H 18.976 1.820 3.797
C 14.315 2.277 -0.283
C 13.006 2.233 0.635
O 11.896 3.017 0.244
O 15.277 1.332 0.054
H 14.686 3.293 -0.419
H 13.956 2.051 -1.287
H 13.186 2.354 1.703
H 12.713 1.195 0.472
H 11.888 3.843 0.731
H 16.150 1.728 -0.003
C 20.687 -3.882 -1.313
C 20.067 -2.973 -0.332
O 18.858 -3.603 0.089
O 21.883 -3.332 -1.969
H 20.000 -3.858 -2.159
H 20.936 -4.906 -1.035
H 19.795 -2.116 -0.947
H 20.537 -2.682 0.607
H 18.226 -3.033 -0.356
H 21.798 -3.563 -2.897
C 15.334 -2.612 -2.262
C 15.767 -1.276 -1.571
O 16.996 -1.363 -1.000
O 14.292 -2.580 -3.155
H 15.379 -3.417 -1.528
H 16.236 -2.876 -2.814
H 15.048 -1.019 -0.792
H 15.787 -0.424 -2.250
H 17.244 -0.449 -0.842
H 14.263 -1.714 -3.569
C 14.462 5.737 1.991
C 15.031 5.793 0.645
O 15.670 6.945 0.186
O 13.291 4.904 2.079
H 14.265 6.727 2.403
H 15.136 5.338 2.749
H 14.295 5.528 -0.115
H 15.726 4.957 0.570
H 14.956 7.369 -0.296
H 12.679 5.356 2.664
C 13.859 2.411 -3.980
C 13.117 1.076 -4.266
O 13.118 0.270 -3.125
O 15.166 2.036 -3.469
H 13.280 3.073 -3.337
H 14.026 2.881 -4.950
H 13.554 0.554 -5.117
H 12.152 1.405 -4.652
H 12.364 0.523 -2.587
H 15.137 1.209 -2.982
C 26.500 1.284 0.132
C 25.805 2.366 0.964
O 24.733 2.994 0.341
O 26.121 -0.037 0.524
H 27.575 1.309 0.310
H 26.403 1.372 -0.950
H 26.501 3.191 1.121
H 25.393 2.020 1.912
H 24.050 2.322 0.304
H 26.929 -0.479 0.797
C 19.748 8.658 -1.034
C 18.744 7.899 -0.080
O 18.778 6.513 -0.318
O 20.334 7.833 -2.006
H 20.292 9.415 -0.468
H 19.143 9.261 -1.710
H 17.706 8.228 -0.134
H 18.805 8.161 0.976
H 18.068 6.135 0.206
H 21.132 8.174 -2.417
C 17.651 6.276 3.619
C 17.666 4.810 3.076
O 18.668 4.143 3.846
O 17.167 6.364 4.906
H 16.980 6.907 3.036
H 18.616 6.747 3.434
H 17.994 4.703 2.042
H 16.707 4.319 3.241
H 18.737 4.776 4.565
H 16.690 7.180 5.073
*
```

***

# 3
Computed, not measured: a molecular structure, C26H83NO25P2, with the ωB97M-V functional and the def2-TZVPD basis.

## Properties
- HOMO-LUMO gap (eV) = 8.2
- total energy (hartree) = -3658.44114
- E_LUMO (eV) = -0.70

```
! wB97M-V def2-TZVPD RIJCOSX def2/J DEFGRID3
* xyz 0 1
C 3.298 5.880 -1.313
C 2.435 5.493 -0.531
O 1.665 4.825 0.437
P 1.431 3.220 -0.059
O 1.281 3.146 -1.565
O -0.075 2.732 0.589
C -1.026 3.071 -0.416
C -1.684 2.067 -1.369
C -2.623 2.551 -2.402
N -3.077 3.832 -2.725
C -2.479 4.705 -1.794
C -1.521 4.460 -0.691
O 2.667 2.168 0.356
P 3.868 2.355 -0.911
O 3.704 1.119 -2.054
O 5.412 2.254 -0.212
H 4.264 6.272 -1.752
H -1.447 0.966 -1.282
H -3.067 1.735 -3.069
H -2.788 5.796 -1.926
H -1.136 5.325 -0.073
H 3.828 1.467 -2.965
H 6.013 2.780 -0.785
C 1.991 -2.495 -2.701
O 3.212 -1.831 -3.001
H 2.048 -3.521 -3.066
H 1.835 -2.504 -1.622
H 1.163 -1.980 -3.195
H 3.134 -0.928 -2.667
C -3.828 1.629 1.569
O -4.708 2.568 0.981
H -2.848 1.741 1.107
H -3.754 1.818 2.644
H -4.199 0.616 1.391
H -5.572 2.447 1.405
C 1.061 -5.740 -0.392
O 0.273 -4.778 -1.086
H 2.082 -5.700 -0.771
H 1.062 -5.509 0.677
H 0.653 -6.738 -0.558
H -0.622 -4.835 -0.730
C 1.587 -2.423 1.578
O 2.330 -2.881 0.454
H 2.227 -1.792 2.190
H 0.725 -1.842 1.237
H 1.251 -3.278 2.170
H 1.736 -3.438 -0.071
C 1.027 -9.585 -2.117
O 2.088 -8.786 -1.613
H 0.439 -9.957 -1.278
H 0.386 -8.983 -2.767
H 1.434 -10.431 -2.676
H 2.591 -8.470 -2.374
C 1.830 5.116 -4.874
O 0.880 5.472 -3.882
H 1.518 5.538 -5.830
H 2.810 5.518 -4.603
H 1.883 4.028 -4.958
H 1.182 5.085 -3.049
C 4.420 -5.213 -4.860
O 5.410 -4.249 -4.546
H 4.904 -6.092 -5.284
H 3.884 -5.498 -3.950
H 3.721 -4.796 -5.592
H 4.953 -3.481 -4.173
C 0.851 -4.369 5.289
O -0.114 -3.734 4.463
H 1.687 -4.695 4.668
H 1.214 -3.663 6.041
H 0.404 -5.238 5.777
H -0.842 -3.456 5.037
C -1.360 -1.435 7.462
O -2.234 -2.369 6.838
H -0.905 -0.812 6.692
H -1.925 -0.802 8.151
H -0.576 -1.968 8.005
H -2.623 -2.907 7.539
C 2.876 7.189 2.838
O 2.104 6.009 3.001
H 2.836 7.764 3.763
H 3.915 6.926 2.622
H 2.466 7.790 2.022
H 2.155 5.517 2.170
C -6.775 -0.067 3.086
O -6.543 1.200 2.478
H -5.836 -0.620 3.118
H -7.144 0.075 4.098
H -7.505 -0.628 2.496
H -7.388 1.668 2.462
C 1.559 -7.433 -6.720
O 2.760 -8.141 -6.447
H 0.794 -7.750 -6.012
H 1.732 -6.360 -6.609
H 1.226 -7.656 -7.736
H 3.417 -7.841 -7.087
C -8.943 2.051 5.453
O -9.814 1.097 4.857
H -8.582 2.730 4.681
H -9.484 2.622 6.212
H -8.093 1.537 5.908
H -10.119 0.510 5.558
C 3.738 8.081 -4.676
O 4.982 7.416 -4.478
H 3.016 7.698 -3.955
H 3.866 9.155 -4.522
H 3.376 7.888 -5.688
H 5.602 7.772 -5.126
C 3.990 3.738 -7.775
O 4.397 3.550 -6.427
H 3.200 3.024 -8.005
H 3.609 4.754 -7.908
H 4.837 3.567 -8.444
H 5.095 4.192 -6.248
C 0.148 0.756 3.153
O 1.350 0.051 3.429
H -0.616 0.436 3.861
H 0.315 1.831 3.263
H -0.186 0.534 2.136
H 2.009 0.352 2.790
C -5.682 -1.854 6.520
O -6.573 -0.912 5.934
H -4.700 -1.739 6.063
H -5.604 -1.670 7.595
H -6.047 -2.869 6.341
H -7.433 -1.034 6.355
C -3.521 6.566 -4.684
O -2.266 6.952 -4.164
H -4.293 6.796 -3.949
H -3.724 7.115 -5.607
H -3.519 5.491 -4.881
H -1.599 6.738 -4.828
C 1.810 -8.226 6.190
O 0.838 -7.779 7.127
H 1.555 -7.835 5.206
H 2.797 -7.858 6.481
H 1.813 -9.319 6.156
H 1.085 -8.137 7.988
*
```

***

Question: Among the records above, which one has the lowest total energy?
Answer: C26H78FeN2O32

***

Question: Among the records above, which one has the highest total energy?
Answer: C26H83NO25P2

***

Question: Which of these has the lowest total energy?
Answer: C26H78FeN2O32

***

Question: Among the records above, which one has the lowest total energy?
Answer: C26H78FeN2O32